43
Properties=species:S:1:pos:R:3:forces:R:3 method="wB97M-V/def2-TZVPD" energy_ha=-2010.33395 homo_ha=-0.3193 largest_force_ev_per_a=4.4 relative_energy_kj_mol=0.0 smiles="CCOC(=O)/C(Cl)=C/c1cc(N2C(=O)C3=C(CCCC3)C2=O)ccc1Cl"
Cl -4.881 0.008 1.385 -0.067 0.073 0.008
Cl -0.429 2.597 1.510 0.130 0.273 -0.053
O -0.787 -2.971 -3.041 -0.384 1.070 0.478
O -1.430 3.522 4.256 -0.018 -0.281 -0.728
O 1.692 0.144 -0.780 -0.869 -1.907 -0.882
O -1.180 1.346 4.942 -0.298 1.682 -0.272
N 0.029 -1.207 -1.699 -1.061 -0.280 -0.354
C -1.283 1.688 2.696 -1.395 -1.026 -1.764
C 1.453 -2.434 -3.076 3.904 1.817 0.779
C 4.124 -1.937 -3.840 0.917 -0.942 1.004
C 0.093 -2.224 -2.655 -1.767 -2.281 -0.795
C -2.449 -0.854 -1.656 1.191 -0.489 0.233
C -1.292 2.199 4.066 0.347 -1.333 2.260
C -1.083 -0.188 0.215 1.101 -0.949 0.146
C 3.701 -1.496 -2.427 0.604 0.359 -0.375
C -1.375 4.044 5.599 0.491 -0.013 0.755
C -1.886 5.503 5.680 0.881 -0.804 -0.038
C 1.327 -0.823 -1.465 1.751 3.525 1.577
C 3.570 -3.317 -4.180 -0.379 0.110 0.559
C -3.450 -0.193 0.423 0.246 0.134 0.600
C 2.052 -3.285 -4.168 -1.347 -0.743 0.653
C -1.161 -0.746 -1.057 -1.112 0.355 -0.056
C -2.020 0.588 2.358 0.525 1.362 0.168
C -2.196 0.061 0.993 -0.321 0.383 -0.331
C -3.581 -0.616 -0.883 0.524 0.044 -0.233
C 2.235 -1.603 -2.317 -1.347 -1.682 -1.100
H 3.869 -4.086 -3.442 0.301 0.455 -0.356
H -0.322 3.955 5.948 -0.566 0.226 -0.265
H 1.672 -2.894 -5.097 -0.277 -0.032 -0.562
H -1.177 6.192 5.210 -0.104 -0.093 0.117
H 4.067 -0.481 -2.238 -0.301 -0.051 0.081
H -2.611 0.104 3.117 0.036 0.076 0.391
H -2.839 5.628 5.207 -0.552 -0.113 -0.364
H 3.894 -3.619 -5.176 0.116 -0.165 0.094
H 3.743 -1.217 -4.533 -0.071 0.521 -0.663
H 4.187 -2.123 -1.681 0.021 -0.154 0.175
H -4.571 -0.775 -1.277 -0.081 -0.007 -0.175
H -2.019 5.775 6.733 0.223 -0.095 -0.174
H -0.114 -0.109 0.706 -0.215 0.149 -0.330
H -1.941 3.380 6.251 -0.210 0.032 -0.072
H 5.225 -1.990 -3.896 -0.411 0.338 -0.072
H 1.671 -4.314 -4.037 -0.065 0.367 -0.345
H -2.529 -1.232 -2.673 -0.093 0.091 0.281

***

50
Properties=species:S:1:pos:R:3:forces:R:3 method="wB97M-V/def2-TZVPD" energy_ha=-12658.90404 homo_ha="-0.0808 / -0.0703" largest_force_ev_per_a=1.1 spin_multiplicity=2 relative_energy_kj_mol=23.5 total_charge=-2
Sb 4.880 2.146 1.855 -0.211 0.169 0.128
Se 3.343 1.963 -0.024 0.003 0.193 -0.206
Se 4.229 0.261 3.451 0.147 -0.013 -0.051
Se 7.119 1.345 1.448 0.182 -0.241 0.050
Se 4.794 4.250 3.143 -0.152 -0.042 -0.060
Cu 0.017 -0.755 -0.380 -0.414 -0.054 0.229
N -1.999 -0.807 -0.704 -0.021 -0.139 0.167
N 1.033 -1.220 -2.969 1.042 -0.230 0.234
N 0.709 1.371 3.358 -0.015 -0.584 -0.726
N 0.048 -0.727 -2.335 -0.986 0.261 -0.196
N 1.885 -1.441 -0.797 0.309 -0.071 0.247
N 1.522 3.365 2.326 -0.008 0.128 -0.188
N 1.759 2.985 4.574 -0.033 0.044 -0.117
N 0.279 -0.149 1.468 0.036 0.318 -0.081
C -1.418 -0.770 -4.319 0.086 0.025 0.032
C 4.238 -1.531 -0.372 0.013 -0.025 -0.072
C -5.049 -0.965 2.209 0.088 -0.025 -0.102
C -4.008 -1.851 0.219 -0.024 -0.007 -0.025
C -3.103 0.107 1.257 -0.041 0.049 0.144
C -1.212 -0.741 -2.944 0.017 0.094 0.402
C -2.293 -0.667 -2.005 -0.159 0.045 -0.762
C -4.998 -1.911 1.187 0.027 0.060 0.010
C -3.040 -0.836 0.230 0.110 -0.028 0.086
C -3.585 -0.453 -2.577 0.328 -0.088 0.305
C 4.490 -1.413 -1.740 0.093 0.011 0.061
C 2.136 -1.296 -2.104 -0.089 -0.134 -0.691
C 2.931 -1.519 0.048 -0.206 0.054 0.044
C 1.329 2.541 3.359 0.120 -0.026 0.101
C -4.089 0.038 2.235 0.052 -0.006 -0.056
C 3.438 -1.295 -2.615 -0.057 0.018 -0.059
C -2.692 -0.633 -4.835 -0.238 0.027 0.200
C 0.518 0.645 2.280 -0.049 0.521 0.869
C -3.762 -0.457 -3.940 0.086 -0.017 -0.350
H 2.679 -1.543 1.101 0.036 -0.024 0.007
H 2.611 3.542 4.499 0.073 0.069 0.054
H -4.098 0.781 3.025 -0.012 -0.011 -0.006
H -3.959 -2.597 -0.566 -0.017 0.005 0.023
H -2.859 -0.634 -5.905 -0.009 0.003 0.010
H 1.626 2.996 1.375 -0.146 -0.338 0.204
H 3.582 -1.151 -3.678 -0.014 -0.021 0.026
H 2.234 4.077 2.485 0.072 0.026 0.072
H -4.434 -0.319 -1.919 -0.007 0.006 -0.020
H -5.815 -1.019 2.975 0.013 0.005 -0.021
H -0.554 -0.869 -4.963 0.001 0.008 0.023
H -2.354 0.888 1.285 0.000 -0.024 0.003
H 1.837 2.230 5.237 0.007 -0.028 0.029
H 5.509 -1.367 -2.103 -0.014 -0.003 0.022
H 5.040 -1.570 0.353 -0.016 0.029 0.000
H -4.763 -0.317 -4.337 -0.008 0.007 0.004
H -5.731 -2.710 1.150 0.006 0.002 0.009

***

43
Properties=species:S:1:pos:R:3:forces:R:3 method="wB97M-V/def2-TZVPD" energy_ha=-1318.13697 homo_ha=-0.4410 largest_force_ev_per_a=1.8 total_charge=+1
F -1.682 -3.558 3.607 1.148 -0.006 -1.272
F 0.429 0.967 -4.407 0.601 -1.227 0.955
F 1.801 -5.898 1.391 -1.038 1.462 0.163
F 3.135 -2.922 -4.086 -1.165 1.085 0.703
O -2.299 4.708 -0.047 1.039 -0.219 1.406
N -0.855 3.155 0.883 -0.444 0.359 -0.354
N -0.295 1.066 0.242 -0.694 1.336 -0.252
C 1.811 -0.963 -4.289 -0.489 0.033 0.545
C 2.210 -2.062 -3.533 0.865 -1.067 0.056
C 0.067 -4.756 2.544 -0.169 0.577 -0.523
C 0.968 -4.803 1.483 1.006 -0.788 -0.468
C -0.968 2.139 -0.066 1.126 -0.973 1.075
C -1.266 5.285 2.026 0.049 0.229 0.262
C 0.398 -0.319 -2.412 -0.352 -0.295 0.451
C 0.880 -0.116 -3.686 -0.195 0.810 -0.822
C 0.396 1.299 1.515 0.240 -0.334 0.182
C 0.092 -1.660 -0.428 -0.141 -0.567 -0.246
C 1.735 -2.346 -2.258 -0.213 0.221 -0.065
C -0.719 -2.623 1.646 0.082 0.200 -0.643
C -1.535 4.380 0.859 -0.703 0.288 -0.874
C -0.768 -3.638 2.582 -0.712 -0.107 1.063
C 0.184 -2.698 0.533 0.193 -1.006 1.397
C -1.770 2.300 -1.294 -0.448 -0.217 -0.537
C 0.759 -1.482 -1.663 0.901 0.420 -1.289
C 0.013 2.697 1.976 -0.118 0.335 0.147
C 1.079 -3.816 0.512 -0.322 0.186 0.099
H 1.847 -3.900 -0.247 -0.249 -0.305 0.453
H -2.313 3.245 -1.249 0.095 -0.436 -0.293
H -2.474 1.458 -1.372 0.172 0.217 -0.036
H 1.488 1.242 1.405 -0.319 -0.285 -0.134
H -0.675 -0.915 -0.215 0.318 -0.040 -0.071
H 0.012 -5.549 3.282 -0.006 0.115 -0.072
H 2.187 -0.788 -5.292 -0.023 -0.014 0.144
H 0.887 3.348 2.066 -0.201 -0.081 0.101
H -0.534 2.663 2.924 0.112 0.189 -0.141
H 0.079 0.553 2.258 0.210 0.057 -0.234
H -0.898 6.241 1.633 -0.130 -0.213 0.112
H -1.377 -1.758 1.729 0.033 -0.313 0.068
H -1.119 2.280 -2.180 -0.170 0.111 0.230
H 2.103 -3.221 -1.735 -0.011 0.240 -0.584
H -0.250 0.402 -1.919 0.116 -0.195 -0.376
H -0.545 4.883 2.742 -0.229 0.238 -0.168
H -2.217 5.479 2.540 0.235 -0.019 -0.161

***

48
Properties=species:S:1:pos:R:3:forces:R:3 method="wB97M-V/def2-TZVPD" energy_ha=-1821.42645 homo_ha="-0.2365 / -0.3247" largest_force_ev_per_a=3.0 spin_multiplicity=3 relative_energy_kj_mol=132.2
Pt 0.004 -0.001 -0.021 -1.045 -0.320 -0.029
I -1.083 0.963 2.170 -1.111 0.785 1.571
O 4.668 -4.685 0.901 1.148 2.026 0.395
O 5.830 2.192 -0.003 0.380 -2.133 0.867
O 7.085 1.048 1.384 -1.845 -0.156 -1.577
O 2.764 -1.535 -3.058 -0.284 0.181 0.385
O 6.324 -3.722 1.971 -1.788 0.405 -1.544
O 1.172 -0.701 -1.719 2.126 -0.622 -0.668
N 6.161 1.117 0.544 1.598 2.410 0.488
N -1.157 1.204 -1.347 -0.647 1.167 -0.430
N 5.354 -3.678 1.182 0.609 -2.616 1.234
N -1.690 -1.188 -0.533 -0.956 -0.879 -0.214
C -2.698 -0.587 -1.230 0.175 -1.545 0.881
C 3.895 -2.349 -0.314 0.486 -0.204 0.518
C -2.915 2.844 -2.754 0.384 -0.038 0.211
C -2.390 0.745 -1.705 0.880 1.548 -0.218
C 0.894 -1.401 1.160 0.884 0.098 0.099
C -4.144 -2.472 -0.847 0.398 0.004 0.153
C -3.945 -1.205 -1.372 0.479 0.326 -0.094
C 5.006 -2.419 0.568 -0.831 1.608 -1.209
C 5.446 -0.089 0.189 -1.472 -1.343 -0.385
C 2.387 -1.115 -1.967 -0.572 -0.095 -0.718
C 3.527 -1.144 -0.931 0.547 0.170 0.530
C -3.099 -3.071 -0.140 0.011 -0.005 0.002
C -0.806 2.468 -1.641 -0.827 -0.598 -0.269
C 4.352 -0.030 -0.719 0.562 0.104 0.547
C -1.894 -2.395 0.023 -0.565 0.571 -0.598
C 1.417 1.363 0.572 1.053 -0.333 -0.448
C -1.659 3.306 -2.354 0.023 0.015 -0.037
C 5.771 -1.278 0.846 -0.057 -0.114 -0.036
C -3.291 1.558 -2.402 0.304 -0.468 0.230
H 1.675 1.265 1.632 0.224 0.071 -0.112
H -3.598 3.475 -3.317 0.161 -0.040 0.136
H 0.159 2.783 -1.260 -0.138 0.032 -0.268
H 4.179 0.906 -1.246 -0.044 -0.192 0.201
H -1.072 -2.774 0.618 -0.192 -0.132 -0.159
H -4.271 1.155 -2.635 0.165 0.250 -0.130
H -3.202 -4.056 0.300 -0.079 0.100 -0.047
H 1.133 2.403 0.390 -0.009 -0.102 0.014
H 6.597 -1.318 1.553 -0.240 0.013 -0.211
H 3.336 -3.261 -0.518 0.122 0.239 0.118
H 0.867 -2.363 0.627 0.172 0.211 0.154
H 2.297 1.096 -0.040 -0.218 0.493 0.473
H -4.732 -0.664 -1.888 0.034 -0.298 0.070
H -5.099 -2.974 -0.980 0.192 0.047 0.087
H -1.328 4.314 -2.573 -0.109 -0.094 -0.038
H 0.464 -1.512 2.163 0.054 -0.017 -0.209
H 1.935 -1.063 1.248 -0.145 -0.529 0.287

***

43
Properties=species:S:1:pos:R:3:forces:R:3 method="wB97M-V/def2-TZVPD" energy_ha=-1522.41700 homo_ha=-0.3214 largest_force_ev_per_a=1.0 relative_energy_kj_mol=63.3 smiles="N#CC1=C(SCC(=O)NCc2ccccc2)NC(=O)C[C@H]1c1ccco1"
S 2.333 -1.636 1.191 0.031 0.044 -0.154
O -1.404 2.603 0.297 0.248 0.182 0.530
O 3.377 1.971 -1.991 0.055 0.121 -0.097
O 0.403 -4.116 -0.811 -0.075 -0.426 0.088
N 2.631 0.402 -0.578 0.072 -0.620 -0.141
N 0.093 -1.904 -1.141 -0.234 0.330 -0.150
N 0.035 0.261 3.451 -0.184 -0.063 0.333
C -2.316 2.446 -0.674 -0.232 -0.252 -0.921
C -0.374 1.744 -1.474 0.236 0.249 0.507
C -1.297 -2.012 -1.526 -0.110 -0.198 -0.117
C -4.338 -0.180 -0.223 -0.105 -0.078 -0.032
C -1.743 1.922 -1.789 -0.388 0.280 0.401
C 2.241 -2.676 -0.313 -0.174 0.220 0.290
C 0.578 0.498 2.467 -0.167 -0.294 0.419
C 0.812 -2.979 -0.762 0.515 0.206 -0.040
C 1.226 0.854 1.277 0.601 0.048 -0.812
C 2.226 2.732 -0.011 -0.078 0.173 -0.012
C -2.752 -0.351 1.563 -0.041 0.042 0.085
C -0.220 2.181 -0.189 0.456 -0.161 -0.561
C -3.463 -0.843 -1.064 0.024 -0.116 0.072
C 0.974 2.242 0.717 -0.213 0.007 0.000
C -3.980 0.075 1.090 -0.092 0.021 0.038
C 2.004 -0.006 0.583 -0.175 -0.106 0.677
C -2.227 -1.272 -0.598 -0.039 0.033 0.009
C 2.790 1.713 -0.971 -0.024 0.376 -0.055
C -1.884 -1.028 0.724 0.031 -0.047 -0.059
H -0.940 -1.378 1.115 0.115 -0.020 0.018
H 3.153 -0.277 -1.118 -0.035 0.198 0.076
H 0.450 -0.969 -1.020 0.081 -0.076 0.052
H 2.025 3.653 -0.559 0.074 -0.104 -0.009
H -2.223 1.695 -2.717 -0.187 -0.037 -0.173
H -1.419 -1.638 -2.549 -0.056 -0.087 0.084
H -3.322 2.739 -0.454 -0.109 0.049 0.142
H -1.534 -3.081 -1.518 0.037 0.179 -0.102
H 2.822 -2.235 -1.123 0.023 -0.125 -0.036
H -2.459 -0.161 2.584 0.021 0.021 0.094
H -3.742 -1.037 -2.090 -0.029 0.006 -0.149
H 3.015 2.939 0.719 -0.009 -0.030 -0.014
H -4.660 0.601 1.745 -0.067 0.053 0.065
H -5.298 0.143 -0.597 -0.095 0.040 -0.034
H 0.389 1.377 -2.132 0.226 -0.063 -0.126
H 2.707 -3.615 -0.016 -0.035 0.084 -0.080
H 0.727 2.923 1.537 0.106 -0.058 -0.104